DFT (ωB97M-V with the def2-TZVPD basis set) results for C5H9ClN2 in the gas phase in a non-equilibrium geometry.

Geometry (Å):
C (0.0584, -1.0658, 0.4422)
Cl (1.0891, -1.3597, 1.8941)
H (-1.9576, -0.2282, 0.1158)
H (1.6698, 1.0361, 1.0117)
H (0.4787, -1.8774, -1.6663)
H (-0.8337, -0.2865, -2.0712)
H (-1.5525, -0.6368, 1.8410)
H (-1.0979, 1.8515, 1.0057)
C (-1.1223, -0.2417, 0.8961)
N (-0.3171, 0.4722, -1.6346)
C (0.8945, -1.4062, -0.7795)
N (-0.4724, 1.0848, 1.1413)
H (1.8570, -1.8344, -0.5154)
C (0.8044, 1.1722, 0.3674)
H (-0.9801, 1.1535, -1.2862)
H (0.8724, 2.1282, -0.1398)
C (0.6093, 0.0382, -0.6224)

Its electronic energy is -765.5005 a.u. For the orbital gap, the calculation gives 8.8480 eV. The maximum force comes out at 1.45 eV/Å. Its structure (SMILES) is N[C@@]12CNC[C@@]1(Cl)C2. For the HOMO energy, the calculation gives -8.02 eV.

Taken from the Löwdin analysis, the atomic charges in e are: atom 1 (C): -0.616, atom 2 (Cl): 0.654, atom 3 (H): 0.121, atom 4 (H): 0.082, atom 5 (H): 0.106, atom 6 (H): 0.085, atom 7 (H): 0.102, atom 8 (H): 0.086, atom 9 (C): -0.247, atom 10 (N): 0.080, atom 11 (C): -0.075, atom 12 (N): -0.059, atom 13 (H): 0.093, atom 14 (C): -0.170, atom 15 (H): 0.076, atom 16 (H): 0.111, atom 17 (C): -0.429